Record 1
The following is a quantum chemistry calculation of a molecular structure, C52H65N13, from the Open Molecules 2025 dataset.

```
! RIJCOSX wB97M-V def2-TZVPD def2/J DEFGRID3
* xyz 0 1
N 0.078 -4.569 -2.036
C 0.418 -5.889 -2.237
C 1.642 -5.910 -3.190
C 1.932 -4.408 -3.310
C 0.848 -3.689 -2.754
H -0.798 -4.099 -1.824
H -0.261 -6.657 -1.813
H 2.191 -6.760 -3.316
H 2.927 -3.895 -3.851
H 0.892 -2.489 -2.867
N 2.628 3.539 -0.724
C 2.397 2.259 -0.398
C 3.555 1.582 0.214
C 4.704 2.536 0.001
C 4.013 3.855 -0.506
H 1.755 4.013 -1.147
H 1.247 1.896 -0.415
H 3.571 0.525 0.560
H 5.729 2.378 0.198
H 4.411 4.923 -0.705
N 1.062 -1.001 5.015
C 1.596 -2.219 4.544
C 0.212 -2.953 4.040
C -0.923 -2.041 4.328
C -0.324 -0.791 5.000
H 1.644 -0.199 5.538
H 2.639 -2.412 4.499
H 0.098 -3.885 3.502
H -2.005 -2.136 4.003
H -0.850 -0.088 5.541
N 1.385 5.496 -1.361
C 1.828 5.471 -2.613
C 1.341 4.296 -3.390
C 0.400 3.563 -2.404
C 0.495 4.421 -1.000
H 1.457 6.271 -0.512
H 2.466 6.375 -2.833
H 1.264 3.899 -4.539
H -0.199 2.758 -2.520
H 0.027 4.395 0.130
N 4.921 -1.013 -4.070
C 4.002 -0.023 -3.613
C 2.755 -0.264 -4.420
C 2.873 -1.489 -5.137
C 4.344 -1.940 -4.868
H 6.039 -1.091 -4.059
H 4.237 0.861 -2.957
H 1.851 0.382 -4.241
H 2.278 -1.714 -6.017
H 4.852 -2.863 -5.348
N -5.371 4.737 -1.094
C -4.387 3.749 -0.743
C -4.919 2.395 -1.075
C -6.316 2.746 -1.450
C -6.616 4.121 -1.562
H -5.320 5.633 -1.157
H -3.511 4.077 -0.424
H -4.341 1.416 -0.979
H -6.924 2.070 -1.833
H -7.352 4.807 -2.060
N -1.433 -2.470 -0.063
C -2.321 -2.530 -1.108
C -2.890 -4.034 -0.999
C -2.081 -4.606 0.035
C -1.119 -3.548 0.613
H -0.846 -1.612 -0.059
H -2.728 -1.611 -1.541
H -3.764 -4.244 -1.470
H -2.293 -5.529 0.679
H -0.195 -3.597 1.318
N -4.249 3.999 2.944
C -3.090 3.710 2.417
C -2.064 4.812 2.667
C -2.967 5.849 3.370
C -4.387 5.170 3.472
H -4.740 3.261 2.726
H -3.124 3.085 1.679
H -0.871 4.900 2.474
H -2.714 6.671 3.788
H -5.450 5.576 3.732
N -3.641 -0.387 -4.351
C -3.467 0.933 -4.249
C -1.928 1.134 -4.499
C -1.431 -0.226 -4.673
C -2.506 -1.233 -4.684
H -4.613 -0.792 -4.293
H -4.173 1.709 -3.894
H -1.395 1.996 -4.330
H -0.487 -0.653 -4.750
H -2.375 -2.316 -4.449
N 5.329 0.915 4.938
C 5.459 -0.326 5.617
C 4.600 -1.342 4.795
C 3.739 -0.560 3.805
C 4.265 0.919 3.946
H 5.817 1.625 5.324
H 6.060 -0.479 6.577
H 4.612 -2.511 4.856
H 3.080 -0.947 3.099
H 4.020 1.764 3.290
N -3.692 -2.331 2.072
C -3.909 -1.000 2.174
C -4.683 -0.874 3.565
C -5.104 -2.254 3.906
C -4.425 -3.134 2.923
H -3.120 -2.756 1.297
H -3.459 -0.320 1.507
H -4.958 0.043 4.062
H -5.765 -2.505 4.694
H -4.336 -4.281 2.802
N 2.855 -3.506 -0.320
C 3.155 -3.806 0.980
C 4.272 -2.923 1.346
C 4.669 -2.101 0.161
C 3.625 -2.453 -0.806
H 2.269 -3.919 -0.992
H 2.586 -4.742 1.427
H 4.825 -3.093 2.313
H 5.529 -1.320 0.134
H 3.381 -2.205 -1.658
N 0.795 -0.462 0.045
C 0.218 -0.184 1.267
C -1.040 0.576 1.037
C -1.098 0.929 -0.436
C 0.131 0.119 -1.008
H 1.597 -1.034 -0.078
H 0.744 -0.653 2.212
H -1.730 1.039 1.751
H -1.818 1.513 -0.863
H 0.298 0.217 -2.024
*
```

Results
max |F| = 11.45 eV Å⁻¹
energy relative to the best compared isomer or geometry (same formula, charge and spin) = 2893.2 kJ/mol
LUMO level = 0.0091 hartree
orbital gap = 0.27171 Eh

Here are the Löwdin charges for atoms 1 to 99, given in e:
1 N -0.05
2 C -0.08
3 C -0.01
4 C -0.13
5 C -0.21
6 H 0.06
7 H 0.10
8 H 0.02
9 H 0.12
10 H 0.15
11 N -0.10
12 C -0.17
13 C -0.11
14 C -0.07
15 C -0.08
16 H -0.07
17 H 0.11
18 H 0.05
19 H 0.03
20 H 0.09
21 N -0.08
22 C -0.07
23 C -0.07
24 C -0.08
25 C -0.10
26 H 0.20
27 H 0.01
28 H 0.03
29 H 0.07
30 H 0.06
31 N -0.10
32 C -0.16
33 C -0.02
34 C 0.01
35 C -0.11
36 H 0.25
37 H 0.13
38 H 0.14
39 H 0.00
40 H 0.16
41 N -0.06
42 C -0.10
43 C -0.13
44 C -0.11
45 C -0.16
46 H 0.21
47 H 0.10
48 H 0.08
49 H 0.08
50 H 0.12
51 N 0.03
52 C -0.07
53 C -0.05
54 C -0.14
55 C -0.06
56 H 0.04
57 H 0.03
58 H 0.09
59 H 0.02
60 H 0.12
61 N -0.08
62 C -0.06
63 C -0.04
64 C -0.12
65 C -0.12
66 H 0.08
67 H 0.09
68 H 0.04
69 H 0.11
70 H 0.13
71 N -0.03
72 C -0.17
73 C -0.02
74 C -0.02
75 C -0.09
76 H 0.10
77 H 0.02
78 H 0.11
79 H -0.03
80 H 0.13
81 N -0.07
82 C -0.09
83 C -0.04
84 C -0.12
85 C -0.08
86 H 0.16
87 H 0.10
88 H 0.01
89 H 0.03
90 H 0.10
91 N -0.03
92 C -0.09
93 C -0.10
94 C -0.11
95 C -0.04
96 H 0.07
97 H 0.11
98 H 0.10
99 H 0.01

Record 2
The following is a quantum chemistry calculation of 2 unconnected molecules or ions with the total composition C2H6Cl2NOP, from the Open Molecules 2025 dataset.

```
! RIJCOSX wB97M-V def2-TZVPD def2/J DEFGRID3
* xyz 0 1
C 1.411 0.842 -0.220
C 1.073 -0.732 0.130
N 0.045 -1.051 1.099
O -1.977 -0.172 -1.641
P -2.084 -0.225 -0.234
Cl -3.576 -1.443 0.421
Cl -2.384 1.568 0.416
H 0.503 1.294 -0.735
H 1.818 1.517 0.499
H 2.121 0.840 -1.149
H 0.964 -1.225 -0.778
H 2.045 -0.999 0.513
H 0.042 -0.215 1.678
*
```

Results
max |F| = 4.60 eV Å⁻¹
energy relative to the best compared isomer or geometry (same formula, charge and spin) = 349.3 kJ/mol
LUMO level (alpha / beta) = -0.0394 / -0.0614 hartree
orbital gap (alpha / beta) = 0.29863 / 0.30361 Eh

So, what does the Löwdin scheme give us? The charges, in e, come out as:
1 C -0.10
2 C -0.36
3 N 0.02
4 O -0.43
5 P -0.13
6 Cl 0.27
7 Cl 0.37
8 H 0.04
9 H 0.04
10 H 0.09
11 H 0.07
12 H 0.09
13 H 0.02

Record 3
The following is a quantum chemistry calculation of 10 unconnected molecules or ions with the total composition C30H30Cl16N2O4, from the Open Molecules 2025 dataset.

```
! RIJCOSX wB97M-V def2-TZVPD def2/J DEFGRID3
* xyz 0 1
C -3.603 -4.742 -4.399
Cl -3.297 -6.158 -3.391
Cl -5.285 -4.266 -4.231
Cl -2.525 -3.432 -3.962
Cl -3.304 -5.173 -6.143
C -1.020 4.435 -3.941
Cl -0.136 3.663 -5.252
Cl 0.151 4.779 -2.647
Cl -1.739 5.987 -4.494
Cl -2.334 3.432 -3.302
C 5.110 0.834 1.541
Cl 3.513 0.159 1.323
Cl 5.027 2.253 2.581
Cl 6.207 -0.366 2.257
Cl 5.695 1.262 -0.096
C -4.513 0.982 -0.205
Cl -6.225 0.809 0.260
Cl -4.057 2.704 0.061
Cl -3.560 -0.097 0.804
Cl -4.329 0.654 -1.910
C -2.401 -0.156 4.272
N -2.547 -1.495 3.633
O -1.546 -2.000 3.177
O -3.638 -2.013 3.694
H -1.348 0.089 4.331
H -2.819 -0.212 5.272
H -2.922 0.596 3.685
C 2.161 5.570 0.699
N 2.520 4.127 0.734
O 3.467 3.823 0.044
O 1.819 3.346 1.324
H 1.141 5.689 1.058
H 2.279 5.879 -0.332
H 2.804 6.167 1.341
C -2.563 3.851 4.747
C -2.353 3.875 3.363
C -1.115 3.553 2.810
C -0.066 3.196 3.646
C -0.236 3.252 5.031
C -1.509 3.468 5.550
H -3.523 4.129 5.156
H -3.143 4.184 2.689
H -1.017 3.567 1.732
H 0.905 3.049 3.188
H 0.569 3.010 5.711
H -1.630 3.538 6.627
C 1.854 -5.663 2.055
C 2.231 -4.338 1.893
C 3.174 -3.782 2.761
C 3.864 -4.574 3.653
C 3.436 -5.895 3.855
C 2.415 -6.419 3.088
H 1.258 -6.129 1.280
H 1.865 -3.773 1.046
H 3.475 -2.746 2.651
H 4.738 -4.238 4.193
H 3.942 -6.526 4.575
H 2.087 -7.442 3.222
C -0.896 0.359 -1.680
C -0.098 1.026 -0.757
C 0.265 0.373 0.438
C -0.069 -0.956 0.594
C -0.699 -1.679 -0.417
C -1.178 -0.992 -1.524
H -1.385 0.877 -2.495
H 0.285 2.035 -0.845
H 0.796 0.940 1.190
H 0.316 -1.555 1.412
H -0.977 -2.716 -0.285
H -1.801 -1.447 -2.285
C 0.716 -0.136 -7.183
C 0.720 -1.439 -7.682
C 0.675 -2.500 -6.789
C 0.649 -2.298 -5.419
C 0.581 -1.003 -4.935
C 0.662 0.082 -5.813
H 0.804 0.697 -7.869
H 0.671 -1.623 -8.746
H 0.648 -3.521 -7.153
H 0.668 -3.134 -4.732
H 0.587 -0.770 -3.879
H 0.655 1.103 -5.452
*
```

Results
max |F| = 1.49 eV Å⁻¹
LUMO level = -0.0045 hartree
orbital gap = 0.33189 Eh

So, what does the Löwdin scheme give us? The charges, in e, come out as:
1 C -2.04
2 Cl 0.53
3 Cl 0.53
4 Cl 0.56
5 Cl 0.47
6 C -2.01
7 Cl 0.56
8 Cl 0.50
9 Cl 0.51
10 Cl 0.53
11 C -2.03
12 Cl 0.57
13 Cl 0.54
14 Cl 0.52
15 Cl 0.52
16 C -2.00
17 Cl 0.52
18 Cl 0.50
19 Cl 0.62
20 Cl 0.57
21 C 0.03
22 N -0.46
23 O 0.06
24 O 0.06
25 H 0.09
26 H 0.10
27 H 0.08
28 C 0.05
29 N -0.43
30 O 0.04
31 O 0.02
32 H 0.10
33 H 0.09
34 H 0.10
35 C -0.09
36 C -0.10
37 C -0.10
38 C -0.09
39 C -0.09
40 C -0.11
41 H 0.10
42 H 0.08
43 H 0.09
44 H 0.07
45 H 0.10
46 H 0.10
47 C -0.09
48 C -0.09
49 C -0.10
50 C -0.09
51 C -0.10
52 C -0.10
53 H 0.10
54 H 0.09
55 H 0.07
56 H 0.10
57 H 0.10
58 H 0.10
59 C -0.15
60 C -0.07
61 C -0.11
62 C -0.12
63 C -0.10
64 C -0.15
65 H 0.05
66 H 0.08
67 H 0.06
68 H 0.09
69 H 0.11
70 H 0.04
71 C -0.09
72 C -0.09
73 C -0.10
74 C -0.11
75 C -0.09
76 C -0.10
77 H 0.10
78 H 0.10
79 H 0.10
80 H 0.10
81 H 0.09
82 H 0.04

Record 4
The following is a quantum chemistry calculation of 2 unconnected molecules or ions with the total composition C3H10NO, from the Open Molecules 2025 dataset.

```
! RIJCOSX wB97M-V def2-TZVPD def2/J DEFGRID3
* xyz 1 1
C 2.293 -0.275 1.468
C 1.405 -0.528 0.300
C 0.518 0.378 -0.070
N -0.406 0.238 -1.194
H 2.383 -1.184 2.082
H 3.289 0.079 1.192
H 1.801 0.370 2.194
H 1.427 -1.458 -0.276
H 0.452 1.330 0.455
H 0.140 -0.115 -1.984
H -1.155 -0.460 -0.986
H -0.898 1.054 -1.567
H -3.012 0.472 0.568
H -3.858 -0.111 -0.356
O -2.917 0.150 -0.349
*
```

Results
max |F| = 2.06 eV Å⁻¹
energy relative to the best compared isomer or geometry (same formula, charge and spin) = 80.5 kJ/mol
LUMO level = -0.1225 hartree
orbital gap = 0.41708 Eh

So, what does the Löwdin scheme give us? The charges, in e, come out as:
1 C -0.07
2 C -0.11
3 C -0.11
4 N 0.17
5 H 0.09
6 H 0.10
7 H 0.09
8 H 0.13
9 H 0.14
10 H 0.17
11 H 0.15
12 H 0.17
13 H 0.08
14 H 0.08
15 O -0.06